1.
Molecular formula: C3H3O3Sm
Method: DFT, wB97M-V/def2-TZVPD

Calculated values
* frontier orbital gap (alpha / beta): 8.626 / 8.231 eV
* total charge: +2
* DFT total energy: -999.0386 a.u.
* multiplicity: 8
* relative energy (zero: lowest compared OMol25 entry of this formula, charge and spin): 1.354 eV

Element x y z (Å)
Sm 1.830 1.764 -0.336
O -2.032 0.219 -0.861
O 2.479 -0.602 -0.590
O 1.081 -2.220 0.067
C -1.530 0.567 0.275
C 2.040 -1.683 -0.372
C -0.211 0.418 0.676
H -2.227 1.157 0.882
H -1.368 -0.083 -1.503
H -0.061 0.463 1.763

2.
Molecular formula: C21H27ClN2O5
Method: DFT, wB97M-V/def2-TZVPD

Calculated values
* frontier orbital gap: 9.799 eV
* total charge: 0
* DFT total energy: -1762.2672 a.u.
* multiplicity: 1
* relative energy (zero: lowest compared OMol25 entry of this formula, charge and spin): 2.120 eV
* structure (SMILES): COc1c(C)cc(C(=O)NCCCOCCNC(=O)C#C[C@H]2CCOC2)cc1Cl

Element x y z (Å)
Cl -1.536 2.451 5.830
O -0.013 -2.165 -5.774
O -2.246 0.693 -3.644
O 1.185 1.293 6.017
O 3.039 -0.680 0.213
O -0.977 -0.426 0.303
N -2.005 1.576 0.503
N -1.926 -1.951 -4.528
C 2.650 -0.093 4.037
C -2.456 1.577 -0.881
C 0.850 0.314 6.999
C -2.691 -0.959 -5.289
C 2.153 -0.422 -0.867
C 0.203 -1.914 -3.453
C 1.463 -1.762 -1.120
C 0.777 -1.847 -2.400
C -1.336 1.961 -1.842
C -1.217 0.571 0.966
C 0.635 0.255 2.571
C -0.634 0.767 2.331
C -2.236 0.464 -5.036
C 3.435 -2.059 0.181
C -1.771 1.978 -3.291
C -1.308 1.447 3.336
C 1.258 0.420 3.798
C 0.573 1.094 4.812
C 2.649 -2.721 -0.952
C -0.545 -1.967 -4.706
C -0.700 1.601 4.571
H -0.950 2.951 -1.582
H 1.458 0.360 -0.565
H -2.131 -1.835 -3.543
H 3.231 -2.746 -1.874
H 1.156 -0.265 1.776
H -1.986 2.450 1.001
H -2.818 0.579 -1.118
H 4.514 -2.122 0.029
H 0.731 -1.914 -0.324
H 1.405 0.572 7.897
H -0.521 1.242 -1.729
H -2.307 1.835 3.187
H 3.196 -2.498 1.153
H 2.647 -0.948 4.716
H -3.295 2.270 -0.964
H -2.603 -1.178 -6.354
H 1.140 -0.685 6.664
H 3.100 -0.403 3.095
H -1.221 0.611 -5.429
H -0.918 2.247 -3.926
H -2.559 2.725 -3.461
H -2.904 1.162 -5.556
H 2.703 -0.097 -1.758
H 2.340 -3.736 -0.714
H -0.220 0.328 7.214
H -3.738 -1.075 -5.010
H 3.274 0.676 4.492